Entry 1:
Below is a 2-piece molecular cluster, C3H8NO overall, with properties calculated with the ωB97M-V functional and the def2-TZVPD basis.

Geometry as XYZ:
```
13
Properties=species:S:1:pos:R:3:nbo_charge:R:1
C -1.98 -1.30 0.46 0.164
N -1.73 -0.80 -0.66 -0.604
H -1.15 -1.81 0.93 0.233
H -2.96 -1.21 0.88 0.230
H -0.68 -0.69 -0.73 0.475
H -2.35 -0.09 -1.24 0.474
C 0.85 1.41 1.03 -0.503
C 1.71 0.74 0.27 0.114
O 1.25 0.08 -0.93 -0.763
H 1.26 2.06 1.93 0.262
H -0.25 1.46 0.77 0.198
H 2.87 0.68 0.30 0.220
H 1.86 -0.55 -1.28 0.500
```

The energy relative to the best compared isomer or geometry (same formula, charge and spin) is 47.5 kcal per mole. The net charge is +1. The frontier orbital gap comes out at 7.79 eV. Its total energy is -248.7602 hartree. Its HOMO energy is -0.4878 Ha. For the LUMO energy, the calculation gives -5.5 eV. Its maximum force is 3.6 eV Å⁻¹.



Entry 2:
Below is an isolated ion of composition C3H8NO and charge +1, with properties calculated with the ωB97M-V functional and the def2-TZVPD basis.

Geometry as XYZ:
```
13
Properties=species:S:1:pos:R:3:nbo_charge:R:1
C 0.83 1.12 -0.46 -0.435
N 0.01 -0.10 -0.15 0.027
C 0.44 -0.90 1.02 -0.420
C -1.39 -0.22 -0.52 0.094
O -0.35 -0.74 -1.42 -0.261
H 0.59 1.99 0.23 0.260
H 1.89 0.80 -0.36 0.253
H 0.59 1.35 -1.52 0.266
H 0.72 -1.94 0.81 0.277
H 1.15 -0.22 1.47 0.244
H -0.46 -0.92 1.65 0.234
H -2.04 -0.94 -0.05 0.231
H -1.97 0.71 -0.69 0.230
```

The energy relative to the best compared isomer or geometry (same formula, charge and spin) is 74.2 kcal per mole. The net charge is +1. The frontier orbital gap comes out at 13.81 eV. Its total energy is -248.7177 hartree. Its HOMO energy is -0.6292 Ha. As for the structure (SMILES): C[N+]1(C)CO1. For the LUMO energy, the calculation gives -3.3 eV. Its maximum force is 2.1 eV Å⁻¹.



Entry 3:
Below is an isolated ion of composition C3H8NO and charge +1, with properties calculated with the ωB97M-V functional and the def2-TZVPD basis.

Geometry as XYZ:
```
13
Properties=species:S:1:pos:R:3:nbo_charge:R:1
C 0.83 -1.64 -0.85 -0.352
C 0.30 -0.44 -1.02 -0.262
C 0.34 0.64 0.31 0.230
N -0.98 0.35 0.95 -0.704
O 0.58 1.96 0.11 -0.647
H 0.84 -2.33 -1.65 0.244
H 1.25 -1.82 0.18 0.210
H -0.22 0.00 -1.93 0.233
H 1.14 0.22 1.06 0.212
H -1.07 0.84 1.81 0.442
H -1.82 0.56 0.40 0.440
H -1.00 -0.69 1.05 0.466
H -0.18 2.36 -0.42 0.489
```

The energy relative to the best compared isomer or geometry (same formula, charge and spin) is 34.2 kcal per mole. The net charge is +1. The frontier orbital gap comes out at 11.18 eV. Its total energy is -248.7814 hartree. Its HOMO energy is -0.5531 Ha. As for the structure (SMILES): C=C[C@H]([NH3+])O. For the LUMO energy, the calculation gives -3.9 eV. Its maximum force is 4.5 eV Å⁻¹.



Entry 4:
Below is an isolated ion of composition C3H8NO and charge +1, with properties calculated with the ωB97M-V functional and the def2-TZVPD basis.

Geometry as XYZ:
```
13
Properties=species:S:1:pos:R:3:nbo_charge:R:1
C 1.15 -0.11 -0.89 -0.127
C -1.47 -0.17 0.75 -0.463
C 0.63 0.83 0.09 -0.080
N -0.43 0.77 0.80 -0.290
O 0.68 -1.45 -0.91 -0.629
H 2.22 -0.13 -0.90 0.237
H -1.15 -1.04 0.17 0.301
H -1.94 -0.28 1.77 0.277
H -2.28 0.07 -0.02 0.309
H 1.08 1.80 0.25 0.236
H 0.89 0.33 -1.94 0.280
H 1.29 -2.13 -0.65 0.514
H -0.65 1.51 1.48 0.434
```

The energy relative to the best compared isomer or geometry (same formula, charge and spin) is 16.3 kcal per mole. The net charge is +1. The frontier orbital gap (alpha / beta) comes out at 8.24 / 6.12 eV. Its total energy is -248.6226 hartree. Its HOMO energy (alpha / beta) is -0.4246 / -0.5764 Ha. For the LUMO energy (alpha / beta), the calculation gives -3.3 / -9.6 eV. Its maximum force is 10.6 eV Å⁻¹. As for the spin multiplicity: 3.



Which value of net charge does entry 4 give? +1



What did the third record say?
Below is an isolated ion of composition C3H8NO and charge +1, with properties calculated with the ωB97M-V functional and the def2-TZVPD basis.

Geometry as XYZ:
```
13
Properties=species:S:1:pos:R:3:nbo_charge:R:1
C 0.83 -1.64 -0.85 -0.352
C 0.30 -0.44 -1.02 -0.262
C 0.34 0.64 0.31 0.230
N -0.98 0.35 0.95 -0.704
O 0.58 1.96 0.11 -0.647
H 0.84 -2.33 -1.65 0.244
H 1.25 -1.82 0.18 0.210
H -0.22 0.00 -1.93 0.233
H 1.14 0.22 1.06 0.212
H -1.07 0.84 1.81 0.442
H -1.82 0.56 0.40 0.440
H -1.00 -0.69 1.05 0.466
H -0.18 2.36 -0.42 0.489
```

The energy relative to the best compared isomer or geometry (same formula, charge and spin) is 34.2 kcal per mole. The net charge is +1. The frontier orbital gap comes out at 11.18 eV. Its total energy is -248.7814 hartree. Its HOMO energy is -0.5531 Ha. As for the structure (SMILES): C=C[C@H]([NH3+])O. For the LUMO energy, the calculation gives -3.9 eV. Its maximum force is 4.5 eV Å⁻¹.



The lowest maximum force belongs to which entry? number 2